1.
20
Properties=species:S:1:pos:R:3:lowdin_charge:R:1 method="wB97M-V/def2-TZVPD" lumo_energy_ev=-3.84 homo_ev=-12.96 total_charge=+1 multiplicity=1
C 0.11675 2.56490 -0.14602 0.0249
C -0.73037 1.72512 -0.74109 -0.1746
C -1.46008 0.55037 -0.04375 -0.1349
C -0.50298 -0.59320 0.51544 -0.2987
C 0.36979 -1.48342 -0.48664 -0.3295
C 1.78028 -0.80901 -0.24135 -0.1440
O 1.77203 -0.05708 0.98629 0.0214
C 0.54273 -0.27267 1.61959 -0.4521
O 0.39027 -0.25003 2.77067 0.2091
H 0.59943 3.36144 -0.74498 0.0808
H 0.39655 2.45769 0.91737 0.0822
H -0.95703 1.91457 -1.81216 0.1064
H -2.13618 0.07965 -0.83039 0.1113
H -2.13890 0.97182 0.72932 0.1306
H -1.25269 -1.28723 1.05865 0.0547
H 0.24399 -2.54824 -0.05241 -0.0658
H 0.17585 -1.36071 -1.60666 0.1289
H 1.91344 -0.17069 -1.14122 0.1298
H 2.59075 -1.56450 -0.31803 0.1367
Cs -1.71364 -3.22877 -0.43265 1.3828



2.
18
Properties=species:S:1:pos:R:3:nbo_charge:R:1 method="wB97M-V/def2-TZVPD" lumo_energy_ev=0.58 homo_ev=-7.08 total_charge=0 multiplicity=1
C -0.08705 -0.51358 0.24269 0.5451
C 0.60880 0.72177 0.44779 -0.3939
C 2.37095 -0.05652 0.43590 -0.6961
N -0.03394 -1.18218 -0.96688 -0.8637
C -1.68941 0.77647 0.22269 -0.3054
C -2.33204 1.07616 -0.89472 -0.4826
O -0.23409 -1.28562 1.34729 -0.6785
H -0.48618 -2.18479 1.10509 0.4758
H -0.24681 -2.16893 -0.95661 0.3945
H 0.14859 -0.60249 -1.77201 0.4100
H 0.67100 1.39860 -0.39109 0.2321
H 0.57622 1.11738 1.45017 0.2432
H -2.10652 1.04030 1.19268 0.1727
H 2.45062 -0.89428 1.12555 0.2010
H 2.65203 -0.34073 -0.57674 0.1921
H 2.98870 0.76968 0.78116 0.1950
H -3.33606 1.49397 -0.92185 0.1919
H -1.91482 0.83478 -1.87113 0.1667



3.
41
Properties=species:S:1:pos:R:3:mulliken_spin:R:1 method="wB97M-V/def2-TZVPD" lumo_energy_ev="-5.62 / -9.67" homo_ev="-14.51 / -14.94" total_charge=+2 multiplicity=5
Pt 0.89929 0.06932 -0.94787 1.5949
Cl -2.78189 -0.03012 -7.09030 0.1043
C -2.15982 0.34809 -5.58067 0.2727
C -1.01375 -0.36465 -5.10039 -0.0093
Cl -0.29010 -1.55571 -6.06889 0.0071
C -0.51682 -0.06151 -3.86508 0.0961
Cl 0.88811 -0.88230 -3.26279 0.0781
C -1.10875 0.95156 -3.02786 0.1274
O -0.67299 1.23209 -1.88113 0.3088
C -2.25256 1.66388 -3.55472 0.1881
Cl -2.92583 2.86811 -2.57140 0.0439
C -2.76356 1.36147 -4.79662 -0.0702
Cl -4.11727 2.19658 -5.39909 -0.0096
I -4.52050 1.46935 4.66581 0.3658
C -2.87656 1.67835 3.53063 0.2206
C -1.69375 2.21685 4.09180 0.0216
C -0.60048 2.39939 3.29408 0.0179
C -0.63497 2.01528 1.93588 0.2091
C -1.81077 1.49330 1.37549 -0.0083
C -2.91956 1.31911 2.15844 0.0655
C 0.57231 2.33890 1.10493 0.0042
O 0.83004 3.51961 1.06814 0.1501
O 1.27685 1.40804 0.54341 0.1538
H -1.67656 2.49747 5.13569 -0.0028
H 0.30117 2.85612 3.67900 -0.0026
H -1.83232 1.25317 0.32027 -0.0043
H -3.83633 0.91964 1.74720 -0.0024
C 2.69487 -1.13526 2.28298 -0.0020
P 2.42383 -2.31432 0.96601 0.0169
C 1.69784 -3.79087 1.66198 0.0045
C 4.01284 -2.73922 0.26724 0.0014
O 1.49389 -1.75661 -0.12117 0.0595
H 3.40890 -1.53984 3.00005 0.0001
H 1.75390 -0.92931 2.79317 -0.0003
H 3.08478 -0.20270 1.87444 -0.0020
H 2.37499 -4.23816 2.38938 0.0007
H 1.50394 -4.50868 0.86567 0.0010
H 0.75759 -3.54341 2.15290 -0.0002
H 4.65315 -3.18390 1.02949 0.0004
H 4.49929 -1.84474 -0.12246 -0.0003
H 3.87755 -3.45438 -0.54363 -0.0003



4.
14
Properties=species:S:1:pos:R:3:nbo_charge:R:1 method="wB97M-V/def2-TZVPD" lumo_energy_ev=1.03 homo_ev=-8.67 total_charge=0 smiles="C/C(=N/N)NN" multiplicity=1
C 0.88727 1.73041 0.41531 -0.6673
C -0.07962 0.42355 0.32285 0.3964
N -0.18755 -0.31050 1.44937 -0.3076
N -0.84064 -1.57084 0.93794 -0.7425
N -0.58747 0.19903 -0.92841 -0.4929
N -0.05011 -0.96608 -1.56116 -0.6545
H 0.47972 2.68473 -0.01035 0.2150
H 1.66306 1.46867 -0.30851 0.2104
H 1.26140 1.82467 1.44948 0.2416
H -0.86877 -2.25521 1.77347 0.3668
H -1.77469 -1.34111 0.62469 0.3519
H -0.36828 1.10521 -1.56003 0.3776
H -0.41123 -1.85858 -1.20257 0.3759
H 0.87692 -1.13394 -1.40208 0.3293



Number 1: total energy -12055.8526 eV. Number 2: total energy -8896.4844 eV. Number 3: total energy -108222.9914 eV. Number 4: total energy -8160.8686 eV.